No. 1
Here is a structure of composition C14H24NO3SV from the OMol25 dataset. Energies are from the ωB97M-V functional and the def2-TZVPD basis.

Calculated values
- molecular weight (g mol⁻¹) = 337.36
- total energy (eV) = -59016.7252

ORCA input file:
```
! RIJCOSX wB97M-V def2-TZVPD def2/J DEFGRID3
* xyz 4 1
V 0.636 1.072 0.364
C 1.348 3.064 1.268
C 1.558 1.982 2.184
C 2.547 1.102 1.631
C 2.857 1.570 0.350
C 2.110 2.801 0.125
H 0.695 3.911 1.429
H 1.081 1.870 3.154
H 2.952 0.222 2.112
H 3.539 1.107 -0.356
H 2.156 3.404 -0.776
C -3.483 0.087 -0.266
C -3.485 1.586 -0.044
S -2.189 2.440 -0.961
O -0.775 1.862 -0.255
C -2.300 4.151 -0.393
C -1.430 5.092 -1.210
H -4.329 -0.325 0.287
H -2.578 -0.385 0.122
H -3.612 -0.169 -1.317
H -3.444 1.912 0.997
H -4.362 2.059 -0.513
H -2.115 4.151 0.685
H -3.374 4.344 -0.532
H -0.367 4.892 -1.077
H -1.628 6.107 -0.864
H -1.673 5.046 -2.271
O 2.792 -1.576 -0.008
C 1.675 -1.813 0.248
O 0.745 -0.645 0.377
C 0.955 -3.124 0.432
N 1.971 -4.233 0.589
C 1.468 -5.425 -0.244
C 0.793 -4.747 -1.416
C 0.097 -3.515 -0.816
H 0.350 -3.077 1.337
H 2.093 -4.503 1.569
H 2.895 -3.949 0.245
H 0.787 -5.988 0.391
H 2.331 -6.038 -0.496
H 0.066 -5.416 -1.875
H 1.518 -4.467 -2.181
H -0.913 -3.743 -0.484
H 0.044 -2.700 -1.537
*
```

These are the Löwdin partial charges, in e, on atoms 1 to 4:
1 V 1.222
2 C -0.024
3 C 0.013
4 C -0.023

No. 2
Here is a structure of composition C14H40AgN5O5 from the OMol25 dataset. Energies are from the ωB97M-V functional and the def2-TZVPD basis.

Calculated values
- molecular weight (g mol⁻¹) = 466.37
- relative energy (zero: lowest compared OMol25 entry of this formula, charge and spin) (kJ/mol) = 81.03

ORCA input file:
```
! RIJCOSX wB97M-V def2-TZVPD def2/J DEFGRID3
* xyz 0 1
Ag -20.560 12.654 13.491
C -19.419 9.518 13.616
O -19.673 10.444 12.596
H -18.691 9.889 14.353
H -20.338 9.314 14.197
H -19.037 8.561 13.235
C -22.002 12.535 17.931
C -22.071 12.724 16.408
C -21.766 14.182 16.137
O -21.461 14.539 14.814
C -22.571 14.839 13.966
N -21.063 11.743 15.849
H -22.372 13.384 18.522
H -20.941 12.466 18.179
H -22.544 11.709 18.392
H -23.001 12.365 15.962
H -20.893 14.482 16.722
H -22.646 14.700 16.545
H -22.228 14.793 12.934
H -22.803 15.901 14.111
H -23.434 14.195 14.120
H -20.784 11.073 16.558
H -21.620 11.131 15.253
C -17.389 12.780 15.873
C -16.267 12.709 14.833
C -14.939 12.783 15.591
O -14.734 14.021 16.258
C -14.590 15.123 15.379
N -16.319 11.374 14.218
H -18.371 12.768 15.386
H -17.418 13.730 16.414
H -17.311 11.957 16.581
H -16.460 13.518 14.126
H -14.056 12.596 14.963
H -14.895 12.020 16.367
H -14.021 14.864 14.480
H -14.119 15.933 15.928
H -15.598 15.416 15.062
H -15.723 11.392 13.391
H -17.244 11.226 13.811
C -17.755 13.606 11.757
C -18.832 13.994 10.761
C -18.561 13.419 9.395
O -19.654 13.753 8.541
C -20.037 12.719 7.621
N -20.109 13.370 11.278
H -18.009 14.113 12.696
H -16.762 13.963 11.479
H -17.757 12.554 12.046
H -19.096 15.051 10.789
H -18.540 12.325 9.469
H -17.600 13.750 8.986
H -19.295 12.702 6.820
H -21.016 13.029 7.273
H -20.033 11.758 8.139
H -20.738 13.596 10.508
H -19.968 12.352 11.241
C -23.036 10.478 12.936
O -22.759 11.681 13.013
N -22.120 9.578 12.510
N -24.268 10.014 13.296
H -21.151 9.907 12.350
H -22.436 8.684 12.184
H -24.926 10.699 13.608
H -24.341 9.015 13.359
*
```

These are the Löwdin partial charges, in e, on atoms 1 to 4:
1 Ag 0.743
2 C -0.330
3 O -0.443
4 H 0.039

No. 3
Here is the ion C2H6N7O4 with charge +1 from the OMol25 dataset. Energies are from the ωB97M-V functional and the def2-TZVPD basis.

Calculated values
- molecular weight (g mol⁻¹) = 192.12
- <S²> = 2.008
- relative energy (zero: lowest compared OMol25 entry of this formula, charge and spin) (kJ/mol) = 126.78

ORCA input file:
```
! RIJCOSX wB97M-V def2-TZVPD def2/J DEFGRID3
* xyz 1 3
C -0.311 0.043 -0.685
C -0.561 -0.837 0.298
N 0.519 -0.894 1.272
N 0.972 0.608 -0.465
N 1.308 0.179 0.990
N -1.164 0.461 -1.660
N 1.985 0.640 -1.446
N 0.884 1.389 1.792
N -1.873 -1.401 0.582
O 1.607 1.006 -2.503
O 3.083 0.425 -1.094
O 0.085 1.080 2.620
O 1.357 2.397 1.375
H 1.072 -1.804 1.422
H -1.246 -0.098 -2.536
H -1.072 1.410 -1.912
H -1.921 -2.523 0.423
H -2.607 -1.068 -0.084
H -2.118 -1.015 1.610
*
```

These are the Löwdin partial charges, in e, on atoms 1 to 4:
1 C -0.268
2 C -0.218
3 N 0.031
4 N 0.096

Look up the molecular weight of the second one.
466.37 g mol⁻¹

molecular weight of number 2 (C14H40AgN5O5)?
466.37 g mol⁻¹

molecular weight of number 2 (C14H40AgN5O5)?
466.37 g mol⁻¹

The highest molecular weight belongs to which entry?
C14H40AgN5O5